# 1
24
Properties=species:S:1:pos:R:3 method="wB97M-V/def2-TZVPD" total_charge=+1 smiles="CC(=[NH2+])[C@@H](C)[SiH2]CC(F)(F)F" homo_lumo_gap_ev=10.52 multiplicity=1 e_above_lowest_kcal_mol=0.0
C -1.3184 -0.1153 -0.3016
C 0.0326 -0.9636 -0.6393
C -1.5825 0.9520 -1.2596
C -0.0016 -1.1366 -2.2238
C 1.8475 0.0727 1.5939
C 0.8924 1.0924 2.2470
N -2.2313 -0.4095 0.6862
F 0.6347 2.1579 1.4594
F 1.4455 1.5999 3.3148
F -0.2458 0.6111 2.6218
Si 1.8096 -0.2935 -0.1990
H -0.0695 -1.9032 -0.0377
H -2.5186 1.3837 -0.8867
H -1.8542 0.6385 -2.2259
H -0.6786 1.6007 -1.1599
H 0.1671 -0.2033 -2.7303
H -0.8695 -1.4534 -2.7343
H 0.6649 -1.8327 -2.5797
H 1.6049 -0.9018 2.0224
H 2.8745 0.4054 2.0966
H -3.0644 0.2345 0.9296
H -2.2045 -1.1019 1.4487
H 1.8812 0.9061 -1.0546
H 2.7837 -1.3401 -0.3879

---

# 2
25
Properties=species:S:1:pos:R:3 method="wB97M-V/def2-TZVPD" total_charge=+1 homo_lumo_gap_ev="8.24 / 6.06" multiplicity=3
C -2.7133 0.2644 0.0499
C -1.9688 -0.5673 1.0879
C -1.7104 0.5508 -1.1028
C -0.5854 -0.1951 1.1975
C -0.5005 1.3934 -0.6793
C 3.9389 0.5078 0.2341
N 0.0139 0.7078 0.5058
O 1.9986 -0.2780 -1.4292
O 1.9888 -1.4330 0.6698
O 1.3126 1.0162 0.7184
F -0.8603 -3.1177 -0.3882
S 2.2906 -0.1829 -0.0194
H -3.4192 -0.3915 -0.2918
H -3.3033 1.1827 0.1754
H -2.6002 -0.6173 1.9608
H -2.0229 -1.6833 0.8270
H -1.4495 -0.4512 -1.3946
H -2.2938 1.1726 -1.9356
H 0.1958 -0.6794 1.8492
H -0.0988 -2.9076 -0.8947
H 0.1324 1.4585 -1.5594
H -0.5654 2.3640 -0.2917
H 4.4993 -0.3817 0.1963
H 4.0148 1.0596 -0.6002
H 3.7059 1.2083 1.1145

---

# 3
23
Properties=species:S:1:pos:R:3 method="wB97M-V/def2-TZVPD" total_charge=+2 homo_lumo_gap_ev="8.65 / 6.27" multiplicity=7 e_above_lowest_kcal_mol=0.0
C 0.2565 5.4295 1.0594
C 0.9608 4.2745 1.1947
C 0.3695 2.9804 0.9602
C 1.3813 2.1440 -0.2480
O 1.5289 0.9127 0.1408
Mn 0.7945 -0.6676 0.6300
H -0.7374 5.4296 0.6088
H 2.0116 4.3133 1.4902
H 0.5656 6.3408 1.5753
H -0.6038 2.9945 0.4626
H 0.4460 2.2816 1.7982
H 2.2904 2.7642 -0.2003
H 0.7635 2.2376 -1.1524
O -0.3582 -1.2794 -0.7512
C -0.9076 -2.5813 -1.0096
C -0.8127 -3.4513 0.2320
O -1.2779 -4.7281 -0.1369
H -0.4004 -0.6356 -1.5316
H -0.3350 -3.0192 -1.8362
H -1.9510 -2.4563 -1.3271
H -1.4258 -3.0130 1.0377
H 0.2344 -3.4880 0.5799
H -1.2951 -5.2994 0.6347

---

# 4
29
Properties=species:S:1:pos:R:3 method="wB97M-V/def2-TZVPD" total_charge=+4 homo_lumo_gap_ev="6.09 / 6.09" multiplicity=1 e_above_lowest_kcal_mol=0.0
Mo 0.4035 1.7078 -0.3492
Se -0.5798 3.8984 -0.6452
Se 0.7804 5.7544 -0.3043
Te 2.7874 4.9884 0.7113
Se 2.3837 2.5221 0.7986
C 0.2255 -1.2645 -5.7992
C -0.2947 -1.3374 -4.5252
O 0.8681 1.1560 -1.9843
H -0.6128 -2.1687 -5.6311
H 1.1747 -1.7378 -6.0341
H -0.1868 -0.5697 -6.5253
H 0.1231 -2.0273 -3.7965
H -1.2421 -0.8653 -4.2780
H 1.4723 1.5390 -2.6454
C -0.8374 -1.7879 4.1326
N -0.7067 -0.8748 2.9805
C -1.8400 -0.1793 2.3677
C -1.1315 0.4914 1.2526
O -1.5048 1.3064 0.3436
N 0.1692 0.2269 1.2395
C 0.4123 -0.6267 2.3272
N 1.5949 -1.1119 2.6192
H -1.8611 -1.7383 4.4930
H -0.1755 -1.4683 4.9370
H -0.6187 -2.8113 3.8284
H -2.3123 0.5395 3.0453
H -2.6108 -0.8700 2.0092
H 2.3970 -0.9481 2.0312
H 1.7230 -1.7431 3.4008

---

# 5
20
Properties=species:S:1:pos:R:3 method="wB97M-V/def2-TZVPD" total_charge=-1 homo_lumo_gap_ev="2.40 / 8.15" multiplicity=2 e_above_lowest_kcal_mol=62.2
C -0.1706 0.2173 -0.3868
C 0.2939 1.1669 0.8190
C 1.4186 2.0544 0.4154
C 2.6308 2.0659 1.0733
C -1.5539 -0.2820 -0.2381
N -1.7727 -1.7124 -0.5017
C -0.7684 -2.5730 -1.1026
H -0.1063 0.7695 -1.2735
H 0.7621 -0.3741 -0.6698
H 0.5715 0.5190 1.6391
H -0.6338 1.5724 1.1882
H 1.2218 2.7544 -0.2723
H 3.3334 2.7824 0.7370
H 2.8417 1.3539 1.9299
H -2.2313 0.2970 -0.9419
H -1.9689 -0.0827 0.8200
H -2.1472 -2.2218 0.2499
H -0.3083 -2.1600 -2.0708
H -0.0653 -2.7304 -0.2971
H -1.3472 -3.4164 -1.1171

---

# 6
20
Properties=species:S:1:pos:R:3 method="wB97M-V/def2-TZVPD" smiles="C=CCCCNC" homo_lumo_gap_ev=9.65 multiplicity=1 e_above_lowest_kcal_mol=77.4
C 0.8621 0.4438 1.1256
C 0.3327 1.3140 -0.1222
C -1.2427 1.6980 0.1311
C -1.5388 3.0124 0.3823
C 1.0243 -1.1271 0.5525
N 0.0016 -1.9980 0.0506
C 0.1033 -2.6272 -1.2896
H -0.0823 0.5331 1.8845
H 1.7700 0.7794 1.5503
H 0.7625 2.2420 -0.1668
H 0.3361 0.5374 -0.9607
H -1.9456 0.8035 0.0892
H -2.4868 3.3700 0.3277
H -0.7568 3.7367 0.1885
H 1.7298 -0.9895 -0.3091
H 1.6453 -1.7681 1.2391
H -0.9545 -1.4941 0.1176
H 1.1608 -2.5967 -1.6432
H -0.4904 -2.2327 -2.0364
H -0.2305 -3.6370 -1.1110

---

# 7
20
Properties=species:S:1:pos:R:3 method="wB97M-V/def2-TZVPD" smiles="C=C(CC)CCN" homo_lumo_gap_ev=9.89 multiplicity=1 e_above_lowest_kcal_mol=19.1
C 1.0279 1.6675 -0.0201
C -0.3936 1.1267 0.2876
C -0.7647 -0.0790 -0.5187
C -1.9216 -0.1559 -1.1599
C 0.1270 -1.2921 -0.3551
C -0.5153 -2.3010 0.5953
N 2.0663 1.2288 0.8944
H 0.9739 2.7301 0.0708
H 1.3531 1.4419 -1.0362
H -0.3899 0.8264 1.3199
H -1.1383 1.9075 0.2033
H -2.6175 0.6758 -1.1605
H -2.2541 -0.9958 -1.7535
H 1.0875 -0.9655 0.0517
H 0.4093 -1.8049 -1.2683
H -1.1751 -1.8181 1.3216
H -1.1293 -2.9904 0.0543
H 0.2050 -2.8575 1.1763
H 2.5197 0.3836 0.5905
H 1.7440 1.2653 1.8464

---

# 8
20
Properties=species:S:1:pos:R:3 method="wB97M-V/def2-TZVPD" smiles="C/C=C/C[C@@H](C)N" homo_lumo_gap_ev=10.06 multiplicity=1 e_above_lowest_kcal_mol=35.9
C 1.4126 -0.3084 1.3342
C 1.5042 0.3474 -0.0387
C 0.5006 -0.3073 -1.0307
C -0.9057 0.2616 -0.9369
C -1.7208 -0.0163 0.1017
C -3.1789 0.3009 0.2412
N 2.8737 0.4488 -0.5838
H 1.7175 -1.3559 1.2180
H 1.8525 0.2318 2.1749
H 0.3464 -0.2430 1.5746
H 1.1944 1.3998 -0.0535
H 0.4028 -1.3721 -0.8034
H 0.8279 -0.1028 -2.0461
H -1.4942 0.4703 -1.8327
H -1.3369 -0.9131 0.6034
H -3.3480 0.2318 1.3279
H -3.4632 1.3177 -0.0881
H -3.7970 -0.4695 -0.2351
H 3.5148 0.4580 0.2024
H 3.0973 -0.3796 -1.1290

---

# 9
20
Properties=species:S:1:pos:R:3 method="wB97M-V/def2-TZVPD" smiles=CCN1CCCC1 homo_lumo_gap_ev=9.62 multiplicity=1 e_above_lowest_kcal_mol=12.1
C -0.4577 -1.1151 0.1199
N -0.0444 0.1087 0.8788
C 1.2851 0.5627 0.4526
C 2.3546 -0.5097 0.5468
C -1.1112 1.0880 0.5296
C -1.8997 0.5697 -0.6898
C -1.0546 -0.6087 -1.1688
H 0.3201 -1.8695 0.1438
H -1.2703 -1.5255 0.7182
H 1.5121 1.3698 1.1577
H 1.3473 1.0101 -0.5515
H 3.3328 -0.0187 0.5083
H 2.4310 -1.1102 -0.3687
H 2.3050 -1.1799 1.3953
H -0.5927 2.0309 0.3332
H -1.7310 1.2771 1.4028
H -2.0400 1.3291 -1.4491
H -2.8714 0.1882 -0.3685
H -0.3158 -0.1702 -1.8531
H -1.4994 -1.4265 -1.7373

---

# 10
20
Properties=species:S:1:pos:R:3 method="wB97M-V/def2-TZVPD" smiles=C[C@H]1CCCN1C homo_lumo_gap_ev=9.39 multiplicity=1 e_above_lowest_kcal_mol=2.4
C 1.2030 1.6357 0.4398
N 0.5256 0.5572 -0.2443
C 1.3375 -0.6478 -0.4590
C 0.4583 -1.8279 -0.0509
C -0.9530 -1.2391 -0.1914
C -0.7513 0.1585 0.3500
C -1.8551 1.1397 0.0168
H 1.2948 1.4710 1.5243
H 0.6412 2.5655 0.3102
H 2.1986 1.7429 0.0070
H 1.6457 -0.6922 -1.5091
H 2.2894 -0.5695 0.0938
H 0.6596 -2.0704 0.9867
H 0.6247 -2.6936 -0.6852
H -1.2461 -1.2811 -1.2419
H -1.6688 -1.8042 0.4001
H -0.6448 0.0848 1.4446
H -2.1518 1.0562 -1.0230
H -1.5272 2.1537 0.2216
H -2.7369 0.9671 0.6370

---

# 11
20
Properties=species:S:1:pos:R:3 method="wB97M-V/def2-TZVPD" smiles="C=C(C)CCCN" homo_lumo_gap_ev=10.09 multiplicity=1 e_above_lowest_kcal_mol=17.6
C -1.9841 0.9636 -0.3905
C -0.9198 -0.0787 0.0690
C 0.4184 0.1432 -0.6685
C 2.1995 0.7994 0.9220
C 1.6196 -0.1531 0.2013
C 2.1501 -1.5690 0.1782
N -3.3734 0.4969 -0.4135
H -1.9394 1.7802 0.3309
H -1.7522 1.3057 -1.3964
H -0.6902 0.0855 1.1234
H -1.3747 -1.0650 -0.0425
H 0.4899 1.1948 -0.9627
H 0.4964 -0.4738 -1.5618
H 1.8520 1.8204 0.8257
H 3.0379 0.6290 1.5876
H 3.1529 -1.6524 -0.2596
H 1.5171 -2.1956 -0.4426
H 2.2685 -2.0117 1.1747
H -3.7303 0.4172 0.5319
H -3.4383 -0.4364 -0.8065

---

# 12
20
Properties=species:S:1:pos:R:3 method="wB97M-V/def2-TZVPD" smiles="C=CCC[C@H](C)N" homo_lumo_gap_ev=10.34 multiplicity=1 e_above_lowest_kcal_mol=27.8
C 2.4437 0.7280 0.0831
C 1.3410 -0.3032 0.3587
C 0.0965 -0.0120 -0.5068
C -1.2555 -0.4483 0.1048
C -3.5636 0.6039 -0.3541
C -2.3562 0.6068 0.2146
N 1.8413 -1.6756 0.0872
H 2.1338 1.7636 0.2285
H 3.3149 0.5307 0.7104
H 2.7178 0.6696 -0.9788
H 1.0723 -0.0745 1.3951
H 0.0550 1.0433 -0.7720
H 0.1549 -0.5956 -1.4328
H -1.1419 -0.6586 1.1714
H -1.6673 -1.3312 -0.3831
H -4.2530 1.3948 -0.0828
H -3.7109 -0.0192 -1.2278
H -1.9445 1.4819 0.7224
H 2.7714 -1.5089 -0.2817
H 1.9504 -2.1954 0.9438